1.
{"formula": "C35H41As2N3O11STm", "method": "ωB97M-V with the def2-TZVPD basis set", "species": ["Tm", "O", "C", "C", "O", "O", "C", "C", "C", "C", "C", "C", "C", "C", "C", "C", "C", "C", "H", "H", "H", "H", "H", "H", "H", "H", "H", "H", "H", "S", "C", "N", "C", "C", "N", "C", "C", "N", "C", "C", "H", "H", "H", "H", "H", "H", "H", "H", "H", "H", "H", "H", "C", "O", "C", "O", "C", "C", "As", "C", "C", "C", "As", "C", "C", "O", "O", "C", "C", "O", "O", "C", "C", "O", "O", "C", "H", "H", "H", "H", "H", "H", "H", "H", "H", "H", "H", "H", "H", "H", "H", "H", "H", "H"], "positions_angstrom": [[-0.33314, 2.10449, -0.05776], [-1.70807, 0.26586, 0.21465], [-2.50768, 0.08829, 1.46545], [-2.57266, 1.49988, 2.10857], [-3.35637, 1.62794, 2.98877], [-1.63727, 2.35145, 1.68402], [-3.88850, -0.43481, 1.03683], [-4.39969, -0.16781, -0.21474], [-5.61361, -0.77672, -0.59946], [-6.33780, -1.61573, 0.25503], [-5.84397, -1.83784, 1.52054], [-4.65244, -1.25642, 1.86156], [-1.71589, -0.83268, 2.42916], [-1.60286, -2.16229, 2.18319], [-1.01568, -3.09844, 3.07611], [-0.44079, -2.59957, 4.23820], [-0.48117, -1.23626, 4.43905], [-1.10652, -0.36582, 3.58265], [-1.66992, -0.61244, -0.25994], [-3.85801, 0.47343, -0.92310], [-6.09432, -0.52840, -1.54064], [-7.37639, -1.91432, 0.01563], [-6.39858, -2.33091, 2.26097], [-4.25913, -1.43572, 2.92159], [-2.12608, -2.51037, 1.28643], [-0.94026, -4.17325, 2.85731], [-0.26408, -3.29129, 5.02382], [-0.19115, -0.87804, 5.43787], [-1.19965, 0.69347, 3.88765], [-1.19868, 4.68529, -4.12106], [-1.01089, 3.73365, -2.91727], [-0.95972, 2.91372, -2.00636], [1.28573, 5.08984, -0.54791], [1.42039, 6.58965, -0.32927], [0.81547, 6.96993, 0.95629], [-0.63144, 6.77282, 0.96101], [-0.94867, 5.32086, 0.36819], [0.32932, 4.51278, 0.39053], [0.91770, 4.59075, 1.74734], [1.37805, 6.06837, 1.99501], [2.21959, 4.55674, -0.33817], [0.97088, 4.83422, -1.57722], [0.81833, 7.08791, -1.13921], [2.42252, 6.99084, -0.38111], [-1.10373, 7.52027, 0.34259], [-0.96910, 6.94759, 1.97639], [-1.24504, 5.38372, -0.64719], [-1.74124, 4.76200, 0.89532], [1.75544, 3.91153, 1.77592], [0.18626, 4.21458, 2.48235], [2.56051, 6.16024, 1.75832], [1.23247, 6.52792, 2.96875], [3.48333, 0.21535, 2.58316], [3.39746, -0.11399, 1.16719], [2.40715, 0.14430, 0.36148], [1.54531, 0.97205, 0.63532], [2.31910, -0.61958, -0.85165], [3.16232, -1.62289, -1.09746], [3.21760, -2.46464, -2.87473], [3.62887, -4.24429, -2.22680], [1.29393, -2.69241, -2.97282], [0.34107, -1.75504, -2.70315], [0.89173, 0.03438, -2.00112], [1.71131, 0.77564, -3.57663], [-1.07167, -2.11445, -2.42229], [-1.64507, -1.86695, -1.39873], [-1.65425, -2.77708, -3.42548], [-3.01447, -3.20007, -3.10989], [0.98933, -4.08007, -3.44158], [1.48112, -4.57987, -4.40873], [0.29402, -4.73956, -2.56248], [0.19981, -6.14326, -2.88472], [4.33064, -2.01673, -0.19148], [5.42502, -1.54666, -0.16419], [3.97218, -3.12205, 0.49756], [5.04369, -3.50632, 1.42272], [4.50817, 0.49245, 2.78426], [3.03383, -0.63334, 3.13000], [2.92729, 1.16374, 2.68787], [4.55461, -4.19910, -1.64909], [3.60597, -4.87954, -3.04953], [2.84761, -4.52795, -1.54221], [2.67499, 0.29075, -3.81434], [1.89114, 1.81618, -3.45222], [1.02183, 0.45956, -4.34972], [-3.47488, -3.59556, -3.99761], [-3.58787, -2.34379, -2.72654], [-2.93722, -3.90644, -2.30539], [-0.55990, -6.28996, -3.66786], [-0.09701, -6.67621, -1.96944], [1.16364, -6.57750, -3.21174], [4.59919, -4.31493, 2.03974], [5.23033, -2.65678, 2.08153], [5.93630, -3.74829, 0.86611]], "forces_ev_per_angstrom": [[-0.8, 0.1, 0.7], [0.0, -0.7, 0.5], [0.5, 0.1, -0.7], [1.5, -0.5, -1.2], [-0.8, 0.9, 1.0], [-0.5, -0.5, -0.3], [0.3, -0.5, 0.3], [-0.6, -0.3, -1.1], [-0.3, 0.2, 0.1], [-0.7, 0.8, -0.5], [0.4, 0.8, -0.7], [1.8, -0.1, 2.9], [-0.2, 1.2, 0.0], [-0.4, -2.5, -0.8], [0.3, 0.8, -0.9], [-1.3, -0.2, -1.1], [0.2, 0.3, 1.9], [-0.1, 1.5, 0.2], [0.0, 0.7, 0.2], [-0.4, -0.3, 0.3], [0.4, 0.1, -0.1], [0.9, -0.1, -0.1], [-0.6, -0.9, 0.8], [-0.6, 0.3, -1.6], [0.3, -0.3, 0.2], [-0.4, 0.6, 0.0], [0.9, -0.3, 0.6], [0.1, 0.1, -0.6], [0.1, -0.7, -0.2], [0.1, 1.2, -1.2], [-0.3, -3.4, 3.2], [0.3, 2.0, -1.8], [0.7, -0.8, -0.7], [-1.9, 1.1, -0.8], [0.2, -0.7, 0.6], [0.1, -1.0, -0.8], [0.5, 0.4, 1.5], [-1.3, -0.5, 0.7], [-0.5, 0.7, 0.6], [3.1, 0.7, -1.7], [0.2, 0.1, -0.2], [0.2, 0.2, 0.4], [0.6, -0.2, 0.7], [0.4, -0.2, 0.0], [-0.2, 0.2, -0.3], [-0.2, -0.3, 0.2], [-0.3, 0.2, -1.1], [0.4, 0.3, 0.1], [0.5, -0.2, 0.1], [0.1, 0.3, -0.3], [-2.5, -0.4, 0.9], [-0.3, -0.5, 0.2], [-1.5, 1.3, -0.8], [0.7, -0.9, -0.3], [0.2, -0.1, 1.6], [-0.8, 1.5, 0.6], [0.6, -0.3, -0.7], [1.0, 0.2, -0.4], [0.3, 0.5, 0.2], [-0.1, 1.0, 1.4], [-1.7, 1.3, -0.3], [1.8, -0.4, 0.7], [-0.7, -0.9, 0.1], [1.1, -1.7, -0.2], [-0.1, -0.9, -1.9], [-0.1, 0.4, 1.0], [-0.2, 0.3, 0.3], [0.2, 0.9, 0.4], [0.5, 0.6, 0.2], [0.4, 0.3, -1.0], [-0.7, -1.2, 0.9], [-0.3, -1.1, 0.2], [-1.0, -1.0, -0.1], [0.1, 0.5, -0.5], [0.7, 0.7, 0.4], [-1.4, -0.1, 0.7], [0.3, -0.7, 0.1], [0.5, 0.6, -0.1], [-0.1, -0.6, 0.5], [0.0, -0.3, -0.5], [0.5, -1.2, -1.3], [-0.3, -0.2, 0.3], [-0.4, 0.2, 0.2], [-0.3, 0.9, -0.2], [-0.2, 0.7, -0.4], [0.2, -0.2, -0.3], [0.2, -0.2, -0.3], [-0.2, -0.6, 0.2], [0.4, 0.1, 0.3], [-0.1, 0.5, -0.3], [-0.5, 0.6, 0.1], [0.6, 0.3, -0.7], [0.2, -0.1, -0.1], [0.1, -0.3, 0.1]], "mulliken_charge": [0.324, 1.655, 2.774, -0.815, -0.570, -0.300, -0.350, -0.166, -1.013, -0.507, -0.824, -0.019, -0.412, 0.344, -1.187, -0.616, -0.860, -0.342, -0.105, 0.394, 0.463, 0.372, 0.474, 0.250, 0.479, 0.399, 0.519, 0.405, 0.443, -0.384, 0.446, -0.769, -0.430, -0.979, -0.154, -0.697, -0.679, 0.888, -0.687, -0.760, 0.385, 0.116, 0.288, 0.364, 0.390, 0.258, 0.488, 0.314, 0.385, 0.366, 0.246, 0.329, -0.597, -0.395, 0.322, -0.324, -0.579, 1.000, -0.088, -1.351, 0.337, -0.165, 1.272, -1.263, 0.145, -0.520, -0.279, -0.656, 0.125, -0.513, -0.144, -0.826, -0.040, -0.536, -0.169, -0.824, 0.262, 0.300, 0.241, 0.415, 0.494, 0.425, 0.371, 0.493, 0.468, 0.296, 0.210, 0.338, 0.326, 0.262, 0.328, 0.258, 0.320, 0.326], "total_energy_ev": -225991.078, "s2": 2.002, "charge": 1, "spin_multiplicity": 3, "homo_lumo_gap_ev": 7.164}

---

2.
{"formula": "C2H2Cl3P", "method": "ωB97M-V with the def2-TZVPD basis set", "species": ["C", "C", "P", "Cl", "Cl", "Cl", "H", "H"], "positions_angstrom": [[-0.98533, 0.54344, -1.16911], [-0.42636, -0.24601, -0.31784], [1.39200, 0.12853, 0.25244], [-1.03485, -1.36509, 0.85350], [2.11924, -1.58763, 0.64935], [1.22922, 0.86805, 2.84721], [-1.95052, 0.44577, -1.49076], [-0.34340, 1.21295, -1.62479]], "forces_ev_per_angstrom": [[0.4, -0.4, -0.1], [3.1, -1.1, 4.0], [-1.6, 3.1, 0.7], [-1.1, -0.2, -0.7], [0.7, -2.1, 0.3], [-0.1, -0.7, -2.6], [-2.4, 0.0, -0.6], [1.0, 1.5, -1.1]], "mulliken_charge": [-0.607, 0.269, 0.335, -0.123, -0.061, -0.399, 0.318, 0.268], "total_energy_ev": -48961.000, "charge": 0, "spin_multiplicity": 1, "homo_lumo_gap_ev": 7.969}

---

3.
{"formula": "C3H9OS", "method": "ωB97M-V with the def2-TZVPD basis set", "species": ["C", "O", "H", "H", "H", "C", "C", "S", "H", "H", "H", "H", "H", "H"], "positions_angstrom": [[-0.29573, -1.70096, 1.36458], [-1.46278, -0.90741, 1.50316], [-0.52694, -2.75834, 1.48772], [0.18930, -1.44710, 0.40588], [0.30666, -1.31945, 2.19083], [-0.23540, 0.85520, -1.59809], [0.96965, 1.12179, -0.68713], [0.67321, 1.54141, 1.09389], [-0.77129, 1.82837, -1.51784], [-0.90066, 0.07517, -1.04011], [-0.06755, 0.52199, -2.68858], [1.59508, 0.23698, -0.65135], [1.60576, 1.94800, -1.17311], [-1.07930, 0.00434, 1.31014]], "forces_ev_per_angstrom": [[-0.1, 1.1, 0.5], [-0.3, 0.7, -0.8], [-0.1, 0.0, -0.2], [0.1, -0.6, 0.3], [0.9, -0.7, -0.2], [-1.4, -0.4, 1.1], [1.5, 0.7, -0.6], [-0.5, 0.1, -0.8], [-0.2, -0.7, -0.7], [0.9, 1.2, -1.2], [0.1, 0.6, 1.7], [0.3, -0.3, -0.2], [-0.8, -1.1, 0.7], [-0.5, -0.5, 0.4]], "mulliken_charge": [-0.430, -0.551, 0.269, 0.104, 0.241, -0.713, -0.585, -0.629, 0.223, 0.151, 0.273, 0.244, 0.245, 0.160], "total_energy_ev": -16139.872, "charge": -1, "spin_multiplicity": 1, "homo_lumo_gap_ev": 6.885}

---

4.
{"formula": "C20H25ClN4O2", "method": "ωB97M-V with the def2-TZVPD basis set", "species": ["C", "H", "O", "C", "C", "C", "C", "C", "C", "H", "H", "N", "C", "O", "N", "H", "C", "H", "C", "N", "C", "C", "N", "C", "C", "C", "C", "C", "C", "H", "H", "H", "Cl", "H", "C", "H", "C", "H", "H", "H", "H", "H", "H", "H", "H", "H", "H", "H", "H", "H", "H", "H"], "positions_angstrom": [[8.78111, 1.45818, -2.19948], [9.02110, 0.43486, -2.24210], [7.91962, 1.69796, -1.13843], [6.87975, 1.12057, -0.89805], [6.20360, 1.63395, 0.12460], [5.14217, 0.90666, 0.66403], [4.68006, -0.08002, -0.01988], [5.25175, -0.59965, -1.43939], [6.46369, 0.03466, -1.76939], [6.89523, -0.20689, -2.56895], [4.91826, -1.57173, -1.91915], [3.44378, -0.90117, 0.11365], [2.64657, -1.65847, -0.46996], [3.01420, -2.50898, -1.32063], [1.54995, -2.18528, 0.22883], [1.23666, -1.46800, 1.06892], [0.54373, -2.87223, -0.22388], [1.13914, -3.65782, -0.88456], [-0.54874, -2.28232, -1.11277], [-0.92895, -1.17783, -0.10234], [-1.31878, 0.07050, -1.04027], [-1.60933, 1.04962, 0.20557], [-2.84102, 0.60879, 0.95502], [-4.07416, 0.91099, 0.68694], [-5.23984, 0.51935, 1.19163], [-6.59232, 0.95724, 1.10314], [-6.85370, 1.73146, -0.11875], [-5.87394, 1.67051, -1.02679], [-4.41340, 1.57927, -0.60309], [-3.77813, 1.81083, -1.36204], [-6.08574, 2.16506, -2.00502], [-7.86508, 1.78465, -0.48447], [-7.77976, 0.58354, 2.27804], [-4.96469, 0.40865, 2.37523], [-2.46131, -0.43160, 1.59042], [-3.36814, -1.05631, 2.24356], [-2.14710, -1.59438, 0.42681], [-1.75348, -2.50259, 1.39919], [-2.94934, -1.87969, -0.02306], [-1.52461, -0.41093, 2.32983], [-2.03836, 2.16723, -0.25864], [-0.72321, 1.24901, 0.95048], [-0.38901, 0.44849, -1.51222], [-2.13454, 0.01824, -1.61659], [0.20341, -1.76917, -1.97283], [-1.37356, -2.74449, -1.49015], [-0.00974, -3.50815, 0.54804], [2.86436, -0.28849, 1.15099], [4.50813, 1.02876, 1.42413], [6.78397, 2.18130, 0.91228], [8.19488, 1.56443, -3.24399], [9.64081, 2.08572, -2.34297]], "forces_ev_per_angstrom": [[-2.6, -0.3, -3.9], [0.9, -1.4, 0.3], [8.8, 5.4, -1.2], [-4.9, -4.2, -2.1], [-0.1, 0.2, 4.6], [0.7, 0.5, -1.6], [-2.2, -8.0, -9.5], [2.2, 1.5, 3.3], [-6.7, 1.4, 7.4], [3.9, -1.8, -6.2], [-0.1, 1.7, 0.7], [1.7, 10.0, 9.9], [-1.9, -9.1, -2.7], [0.2, 1.8, -1.8], [1.6, 8.8, 7.1], [0.9, -2.2, -2.7], [-3.1, -9.0, -4.1], [-1.5, 0.8, 1.0], [6.6, 5.4, 1.1], [-1.2, 0.9, -6.9], [4.7, 1.2, 7.3], [-2.3, 4.8, -2.6], [3.4, 5.4, -1.1], [-2.4, 3.9, -8.8], [-2.6, -0.6, 9.3], [2.4, 1.5, -3.5], [-2.2, -3.9, 2.8], [5.4, 2.9, -0.3], [-4.6, -1.9, 1.6], [2.1, 0.6, -1.8], [0.5, -0.8, 0.6], [-0.4, 0.6, 0.3], [0.2, 0.1, -0.1], [-1.2, -1.1, -2.3], [-0.3, -11.1, 5.3], [2.4, 2.3, -1.6], [6.1, 0.4, 11.6], [-1.5, 1.9, -3.3], [-4.8, -1.7, -3.5], [-1.9, 0.3, -1.7], [1.8, -2.9, 1.3], [-1.8, -0.7, -1.6], [-0.7, -0.5, 0.0], [-3.0, -0.7, -2.3], [-2.6, -1.1, 1.7], [-1.9, -1.9, -1.0], [1.2, 0.9, -0.5], [1.8, -2.6, -4.0], [-1.6, 1.8, 3.8], [-0.6, 0.3, -1.4], [0.9, 0.1, 2.1], [0.1, 0.5, 1.0]], "mulliken_charge": [-0.827, 0.374, -0.397, 0.856, -0.543, -0.646, 0.402, -0.799, -0.746, 0.676, 0.349, -0.181, 0.658, -0.720, -0.001, 0.210, -0.924, 0.391, -0.812, 0.461, -0.852, -0.780, 0.068, 1.475, -0.374, 0.131, -0.561, -0.760, -0.582, 0.392, 0.282, 0.349, -0.188, 0.134, -1.100, 0.347, -1.013, 0.275, 0.484, 0.231, 0.319, 0.330, 0.449, 0.555, 0.250, 0.538, 0.292, 0.179, 0.564, 0.230, 0.295, 0.259], "total_energy_ev": -43706.828, "charge": 0, "spin_multiplicity": 1, "homo_lumo_gap_ev": 7.699}